Density functional theory data (ωB97M-V/def2-TZVPD) for 13 unconnected molecules or ions with the total composition H26O13.

XYZ file:
```
39
Properties=species:S:1:pos:R:3
O 9.902 21.677 27.087
H 10.369 20.961 26.650
H 9.727 21.345 27.974
O 10.324 18.875 28.110
H 10.435 18.160 27.478
H 11.111 19.422 27.975
O 10.627 23.149 23.815
H 11.306 23.073 24.494
H 11.093 23.062 22.980
O 12.605 22.898 29.044
H 12.391 21.959 29.064
H 11.935 23.320 29.589
O 6.190 22.605 28.883
H 7.066 22.350 29.192
H 5.796 23.079 29.620
O 8.743 21.347 24.388
H 8.167 20.809 24.939
H 9.628 20.993 24.512
O 11.094 19.930 23.892
H 11.951 20.003 23.465
H 10.801 19.033 23.713
O 12.741 20.237 27.867
H 13.331 20.164 28.623
H 13.317 20.450 27.126
O 8.586 21.450 30.069
H 9.359 21.380 30.635
H 7.999 20.750 30.369
O 7.534 23.011 26.344
H 6.603 23.098 26.563
H 7.895 22.442 27.027
O 7.719 19.485 26.391
H 6.765 19.381 26.449
H 8.077 18.935 27.092
O 9.424 25.033 26.011
H 9.990 24.854 26.766
H 9.332 25.989 25.991
O 12.209 23.512 26.192
H 12.104 23.054 27.036
H 12.850 24.203 26.369
```

Summary:
ΔE to the lowest compared entry with this formula, charge and spin = 76.2 kcal/mol
E_LUMO = -0.0140 Eh
Gap between HOMO and LUMO = 7.822 eV

---

Density functional theory data (ωB97M-V/def2-TZVPD) for a molecular structure, C13H27B3I2N2O14 at a distorted geometry.

XYZ file:
```
61
Properties=species:S:1:pos:R:3
C 1.347 -1.595 1.386
C -0.028 -1.244 0.799
I -0.176 -2.397 -1.029
C -0.124 0.243 0.484
I -0.052 1.343 2.361
B -1.451 0.742 -0.204
O -1.688 2.116 -0.314
B -2.939 2.388 0.229
N -3.187 3.374 1.273
O -4.014 1.594 -0.244
B -3.629 0.283 -0.098
C -4.438 -0.730 0.810
O -5.140 -1.698 0.011
N -5.315 -2.900 0.766
O -6.031 -2.769 1.674
O -2.435 -0.087 -0.695
H 1.479 -2.668 1.318
H 1.436 -1.259 2.411
H 2.098 -1.141 0.748
H -0.810 -1.575 1.468
H 0.766 0.531 -0.065
H -3.994 3.935 1.005
H -3.510 2.869 2.097
H -3.719 -1.260 1.439
H -5.095 -0.176 1.479
C -3.835 -5.382 1.890
O -2.515 -5.178 2.407
C -1.626 -6.097 2.031
O -1.844 -7.047 1.327
O -0.447 -5.776 2.570
C 0.612 -6.679 2.242
H -4.440 -4.575 2.274
H -3.828 -5.348 0.804
H -4.246 -6.328 2.238
H 0.779 -6.700 1.167
H 0.389 -7.681 2.605
H 1.501 -6.304 2.739
C 6.674 0.458 -0.204
O 5.353 0.222 -0.696
C 5.200 0.477 -1.997
O 6.056 0.870 -2.745
O 3.933 0.219 -2.322
C 3.617 0.451 -3.696
H 6.655 0.213 0.854
H 7.393 -0.182 -0.711
H 6.949 1.503 -0.328
H 4.214 -0.190 -4.341
H 3.772 1.496 -3.955
H 2.566 0.203 -3.814
C -1.005 5.013 -0.186
O -0.474 6.092 -0.969
C 0.644 5.791 -1.623
O 1.213 4.730 -1.606
O 1.032 6.872 -2.306
C 2.231 6.689 -3.060
H -1.902 5.389 0.294
H -1.271 4.166 -0.809
H -0.299 4.711 0.585
H 2.102 5.907 -3.806
H 3.066 6.446 -2.405
H 2.428 7.633 -3.559
```

Summary:
E_LUMO = -0.0201 Eh
Gap between HOMO and LUMO = 8.842 eV

---

Density functional theory data (ωB97M-V/def2-TZVPD) for 2 unconnected molecules or ions with the total composition C4H11NO2 at a distorted geometry.

XYZ file:
```
18
Properties=species:S:1:pos:R:3
C 1.536 0.107 -1.582
N 0.214 0.427 -1.589
C -0.808 -0.446 -0.916
C -0.589 -0.560 0.593
C -1.884 -0.842 1.340
O 2.013 -0.712 -0.840
H 2.170 0.679 -2.267
H -0.109 0.949 -2.385
H -0.800 -1.365 -1.492
H -1.703 0.171 -1.040
H -0.258 0.420 0.928
H 0.153 -1.332 0.773
H -1.825 -0.559 2.389
H -2.708 -0.253 0.918
H -2.216 -1.878 1.263
H 1.632 1.627 0.907
H 2.894 2.152 1.427
O 2.290 1.415 1.574
```

Summary:
ΔE to the lowest compared entry with this formula, charge and spin = 20.3 kcal/mol
E_LUMO = 0.0278 Eh
Gap between HOMO and LUMO = 10.553 eV
SMILES = CCCNC=O.O

---

Density functional theory data (ωB97M-V/def2-TZVPD) for a molecular structure, C34H29CeN7P2SSe2 at a distorted geometry.

XYZ file:
```
76
Properties=species:S:1:pos:R:3
Ce 0.391 -2.497 -1.649
C 0.844 -6.603 -4.015
C 0.537 -5.203 -3.610
N 0.881 -4.746 -2.420
N 1.387 -5.717 -1.585
C 1.018 -5.611 -0.361
N 1.395 -6.520 0.534
S -0.032 -4.275 0.228
C -0.099 -4.195 -4.446
C -0.704 -4.452 -5.672
C -1.139 -3.383 -6.500
C -1.014 -2.101 -6.085
C -0.373 -1.859 -4.838
N 0.041 -2.821 -4.034
H 1.861 -6.798 -3.600
H 0.682 -6.697 -5.058
H 0.200 -7.303 -3.469
H 2.016 -7.305 0.275
H 1.325 -6.246 1.499
H -0.867 -5.473 -5.902
H -1.618 -3.604 -7.443
H -1.316 -1.290 -6.729
H -0.237 -0.766 -4.578
Se 0.087 3.858 0.628
P 1.236 2.546 1.751
C 2.868 3.160 1.732
C 3.318 3.662 0.490
C 4.553 4.305 0.354
C 5.289 4.479 1.539
C 4.881 3.920 2.732
C 3.638 3.284 2.852
C 0.870 1.994 3.405
C 0.075 2.672 4.271
C -0.168 2.115 5.541
C 0.433 0.953 5.924
C 1.298 0.273 5.044
C 1.563 0.819 3.825
C 1.177 0.909 0.849
C 0.147 0.512 -0.005
N 0.638 -0.496 -0.724
N 1.919 -0.725 -0.328
N 2.278 0.117 0.510
P -1.680 0.650 -0.228
Se -2.053 -1.352 -1.210
C -2.289 1.907 -1.325
C -3.685 2.034 -1.254
C -4.304 2.925 -2.148
C -3.531 3.719 -2.985
C -2.174 3.600 -3.043
C -1.537 2.691 -2.162
C -2.476 0.663 1.408
C -2.749 1.883 1.931
C -3.008 2.060 3.284
C -2.921 0.960 4.069
C -2.687 -0.336 3.501
C -2.402 -0.500 2.156
H 2.706 3.602 -0.382
H 4.955 4.631 -0.650
H 6.264 4.993 1.436
H 5.569 4.070 3.544
H 3.416 2.719 3.704
H -0.401 3.566 3.914
H -0.833 2.504 6.263
H 0.321 0.468 6.845
H 1.705 -0.696 5.362
H 2.211 0.323 3.077
H -4.290 1.522 -0.599
H -5.374 2.931 -2.118
H -4.153 4.463 -3.614
H -1.542 4.182 -3.767
H -0.469 2.745 -2.177
H -2.820 2.769 1.381
H -3.211 3.040 3.714
H -3.092 0.977 5.143
H -2.609 -1.141 4.215
H -2.134 -1.463 1.789
```

Summary:
ΔE to the lowest compared entry with this formula, charge and spin = 19.4 kcal/mol
E_LUMO = -0.2783 Eh
Gap between HOMO and LUMO = 4.723 eV
Total charge = +2

---

Density functional theory data (ωB97M-V/def2-TZVPD) for a single H5PSi molecule at a distorted geometry.

XYZ file:
```
7
Properties=species:S:1:pos:R:3
Si 0.197 0.234 0.783
P -0.055 0.472 -1.477
H -0.289 -1.087 1.307
H 1.637 0.145 1.535
H -0.728 1.188 1.537
H -1.233 -0.256 -1.605
H 0.471 -0.696 -2.079
```

Summary:
ΔE to the lowest compared entry with this formula, charge and spin = 11.5 kcal/mol
E_LUMO = 0.0326 Eh
Gap between HOMO and LUMO = 10.587 eV
SMILES = [SiH3]P

---

Density functional theory data (ωB97M-V/def2-TZVPD) for 2 unconnected molecules or ions with the total composition CH3FN2O2 at a distorted geometry.

XYZ file:
```
9
Properties=species:S:1:pos:R:3
C 0.689 -0.874 0.655
N 0.659 -0.025 -0.553
N -0.963 1.512 -0.392
O -1.622 1.552 0.563
O -0.861 2.123 -1.378
F -0.136 -0.678 -1.519
H 0.987 -0.241 1.473
H -0.255 -1.623 0.739
H 1.501 -1.745 0.412
```

Summary:
ΔE to the lowest compared entry with this formula, charge and spin = 102.5 kcal/mol
E_LUMO (spin up / spin down) = -0.0190 / -0.0306 Eh
Gap between HOMO and LUMO (spin up / spin down) = 9.194 / 9.287 eV

---

Number 1: energy -27038.642 eV. Number 2: energy -63798.874 eV. Number 3: energy -9911.362 eV. Number 4: energy -219179.128 eV. Number 5: energy -17245.853 eV. Number 6: energy -10870.784 eV.